No. 1
A 2-piece molecular cluster, C2H6N3O2 overall in a non-equilibrium geometry. Source: the Open Molecules 2025 dataset; level of theory: the ωB97M-V functional and the def2-TZVPD basis.

Structure (XYZ):
```
13
Properties=species:S:1:pos:R:3:forces:R:3
C 0.567261 -0.850678 -0.835832 1.581 0.391 -1.667
C 0.221439 0.334732 0.012955 -0.518 -1.330 -0.104
N -1.017443 0.668794 0.236015 0.249 2.307 0.592
N 1.133158 1.351287 0.025684 -4.988 4.084 0.869
N -2.051875 -0.128910 0.267524 -0.486 -1.263 -1.248
O -2.003193 -1.245223 0.757479 0.545 -0.712 0.670
O -3.094602 0.274777 -0.251168 -0.321 0.761 0.066
H 1.461395 -1.146327 -0.364080 1.091 -1.120 0.647
H 1.000443 -0.578850 -1.895599 -1.457 -0.037 1.692
H -0.115616 -1.693128 -0.860615 -0.239 0.347 0.066
H 1.054480 -0.215179 1.977290 -0.130 -0.263 -0.335
H 0.803328 2.058845 0.782779 0.920 -1.689 -1.934
H 2.041222 1.169858 0.147563 3.754 -1.475 0.686
```
Positions in Å, forces in eV/Å.

E_HOMO (spin up / spin down): -2.1641 / -2.1635 eV
DFT total energy: -10731.1671 eV
E_LUMO (spin up / spin down): 4.24 / 4.24 eV
Gap between HOMO and LUMO (spin up / spin down): 6.4014 / 6.4007 eV
Energy relative to the best compared isomer or geometry (same formula, charge and spin): 186.40 kcal per mole
Net charge: -1

No. 2
A 2-piece molecular cluster, C2H6N3O2 overall in a non-equilibrium geometry. Source: the Open Molecules 2025 dataset; level of theory: the ωB97M-V functional and the def2-TZVPD basis.

Structure (XYZ):
```
13
Properties=species:S:1:pos:R:3:forces:R:3
C -0.113448 -1.421719 -0.266998 -0.230 -0.326 -0.655
C 1.025217 1.786840 1.468175 2.252 2.620 2.279
N -1.035031 -0.688448 0.324390 0.510 4.229 -1.080
N 0.546415 -1.041860 -1.326748 0.868 1.347 1.111
N -0.933825 0.649463 0.173435 1.194 -1.094 -1.587
O 1.693371 0.835529 1.441792 -0.553 -1.789 -1.048
O 0.602260 0.231891 -1.837219 -1.260 0.857 1.336
H -0.022713 -2.398822 0.133677 0.496 -0.954 -0.182
H 0.193269 2.422114 1.304004 -1.193 -0.240 -0.835
H -1.749820 -1.019735 0.876703 -1.742 -1.529 1.559
H 1.433256 -1.498140 -1.498539 -0.025 -0.495 -0.485
H 0.069537 0.884293 -1.125945 1.013 -2.216 -1.254
H -1.708488 1.258594 0.333274 -1.331 -0.409 0.841
```
Positions in Å, forces in eV/Å.

E_HOMO (spin up / spin down): -10.3831 / -15.7130 eV
DFT total energy: -10722.1404 eV
E_LUMO (spin up / spin down): -4.27 / -6.67 eV
Gap between HOMO and LUMO (spin up / spin down): 6.1094 / 9.0406 eV
Energy relative to the best compared isomer or geometry (same formula, charge and spin): 38.67 kcal per mole
Net charge: +1
Spin multiplicity: 3

No. 3
A 2-piece molecular cluster, C2H6N3S overall in a non-equilibrium geometry. Source: the Open Molecules 2025 dataset; level of theory: the ωB97M-V functional and the def2-TZVPD basis.

Structure (XYZ):
```
12
Properties=species:S:1:pos:R:3:forces:R:3
C -2.974108 -1.256677 0.265865 -0.065 1.169 0.740
C 0.147976 0.465523 -0.316069 0.541 -1.613 -1.466
N -1.972099 -0.726391 0.134647 0.094 -0.810 -0.338
N 1.048999 -0.429200 -0.678313 -0.669 0.860 -1.563
N 0.153786 1.061003 0.852004 -2.091 0.850 0.531
S 2.270750 -0.995072 0.334914 1.480 -0.986 0.141
H -3.946197 -1.310442 0.670832 -0.868 -0.896 -0.145
H -0.623867 0.489818 -1.133953 0.638 1.162 1.621
H 0.948981 -0.719466 -1.659813 0.407 -0.180 0.844
H 0.829436 0.983394 1.588252 0.709 -0.449 -0.244
H -0.760861 1.334550 1.242645 0.714 0.153 -0.722
H 3.078305 -1.622843 -0.610923 -0.891 0.742 0.600
```
Positions in Å, forces in eV/Å.

E_HOMO: -13.5637 eV
DFT total energy: -17468.5020 eV
E_LUMO: -3.47 eV
Gap between HOMO and LUMO: 10.0972 eV
Energy relative to the best compared isomer or geometry (same formula, charge and spin): 37.73 kcal per mole
Net charge: +1